No. 1
44
Properties=species:S:1:pos:R:3:lowdin_charge:R:1 method="wB97M-V/def2-TZVPD" homo_lumo_gap_ev="7.7 / 2.1" lumo_energy_ev="-3.6 / -6.8" total_charge=+1 multiplicity=6 e_homo_ha="-0.414 / -0.328"
Mn 4.38 12.79 -10.37 0.374
Br 6.42 11.99 -9.08 -0.057
C 7.78 12.63 -3.71 -0.061
C 7.00 12.09 -4.91 -0.505
C 5.54 11.84 -4.53 -0.064
O 7.07 13.08 -5.94 -0.094
H 8.79 12.87 -4.04 0.080
H 7.78 11.93 -2.88 0.077
H 7.30 13.55 -3.38 0.087
H 7.48 11.15 -5.22 0.112
H 4.97 11.26 -5.26 0.066
H 5.00 12.77 -4.33 0.083
H 5.52 11.26 -3.60 0.076
H 6.84 12.60 -6.76 -0.074
C 8.35 7.12 -9.21 0.030
C 7.71 7.44 -7.83 -0.439
C 6.18 7.41 -7.95 -0.121
C 5.57 6.00 -7.95 -0.142
C 6.10 5.28 -6.71 -0.128
C 7.63 5.11 -6.75 -0.474
N 8.18 6.47 -6.82 0.077
O 9.55 6.52 -6.69 0.095
C 8.04 4.56 -5.36 -0.015
C 8.14 4.13 -7.80 0.013
C 8.12 8.85 -7.38 -0.018
H 9.31 6.63 -9.02 0.093
H 8.48 8.03 -9.78 0.109
H 7.77 6.41 -9.80 0.085
H 5.71 8.10 -7.25 0.130
H 5.88 7.84 -8.91 0.134
H 5.91 5.44 -8.82 0.110
H 4.49 6.01 -7.95 0.125
H 5.63 4.30 -6.62 0.135
H 5.90 5.74 -5.74 0.132
H 7.40 3.72 -5.09 0.104
H 9.06 4.19 -5.30 0.095
H 7.92 5.33 -4.59 0.097
H 7.78 3.13 -7.57 0.112
H 7.97 4.42 -8.83 0.078
H 9.23 4.09 -7.74 0.101
H 8.20 9.06 -6.31 0.086
H 7.51 9.60 -7.88 0.024
H 9.14 9.04 -7.74 0.098
H 9.67 6.97 -5.83 0.174

=====

No. 2
15
Properties=species:S:1:pos:R:3:lowdin_charge:R:1 method="wB97M-V/def2-TZVPD" homo_lumo_gap_ev=7.4 lumo_energy_ev=0.4 multiplicity=1 e_homo_ha=-0.257
C -1.52 -0.95 -0.04 -0.093
C -1.09 1.27 0.77 -0.106
C -0.29 1.94 -0.07 -0.199
N 0.92 1.18 -0.46 0.109
C 0.87 -0.02 0.03 -0.288
N 1.91 -0.92 -0.06 0.149
C -0.48 -0.14 0.75 -0.356
H -1.17 -1.94 -0.33 0.065
H -2.41 -1.04 0.60 0.078
H -1.88 -0.40 -0.93 0.083
H -0.38 2.93 -0.52 0.065
H 1.72 1.58 -0.94 0.153
H 1.79 -1.78 0.46 0.100
H 2.34 -1.06 -0.97 0.106
H -0.33 -0.65 1.71 0.134

=====

DFT total energy for the records above, in order: -119819.07475 -8291.71717 eV
Energy above the lowest of the compared OMol25 structures with the same formula, charge and spin for the records above, in order: 0.0 75.6 kcal per mole